One molecule with the formula C23H24N4O3S, computed with ωB97M-V/def2-TZVPD.

Summary:
Highest occupied orbital energy, Eh: -0.323
LUMO level, hartree: 0.02444
SMILES: O=C(NC[C@H]1CCCO1)[C@@H](c1cccnc1)N(C(=O)Cc1cccs1)c1cccnc1
Gap between HOMO and LUMO, Eh: 0.348
ΔE to the lowest compared entry with this formula, charge and spin, kJ/mol: 149.8

```
! RIJCOSX wB97M-V def2-TZVPD def2/J DEFGRID3
* xyz 0 1
O -2.5870 -0.5969 1.5862
C -1.6929 -1.1111 0.9399
N -1.8631 -1.7340 -0.2377
C -3.0225 -1.4438 -1.0435
C -2.7122 -0.2449 -1.9711
C -3.9818 0.3236 -2.6125
C -4.4638 1.3386 -1.5674
C -3.2232 1.5807 -0.6853
O -2.1562 0.8298 -1.2435
C -0.2335 -1.0548 1.4396
C 0.5523 -2.3340 1.3002
C 1.9387 -2.3228 1.1903
C 2.6173 -3.5237 1.0854
C 1.8832 -4.6994 1.1144
N 0.5696 -4.7242 1.2533
C -0.0750 -3.5766 1.3429
N 0.4200 0.0707 0.7539
C 0.7303 -0.0475 -0.5610
O 0.6015 -1.1014 -1.1618
C 1.2781 1.1738 -1.2766
C 2.7536 1.0231 -1.4572
C 3.7305 1.9422 -1.2291
C 5.0265 1.4484 -1.5041
C 5.0100 0.1627 -1.9337
S 3.4147 -0.4798 -2.0147
C 0.5900 1.2509 1.5115
C -0.4900 1.8373 2.1670
C -0.2674 2.9785 2.9184
C 1.0226 3.4828 2.9940
N 2.0546 2.9168 2.3917
C 1.8487 1.8281 1.6769
H -1.0154 -1.9703 -0.7480
H -3.8422 -1.1958 -0.3663
H -3.2846 -2.3190 -1.6406
H -1.9532 -0.5490 -2.6989
H -3.7281 0.8245 -3.5465
H -4.7159 -0.4521 -2.8177
H -5.2800 0.9325 -0.9723
H -4.8072 2.2598 -2.0335
H -2.9042 2.6255 -0.6737
H -3.4051 1.2535 0.3455
H -0.2754 -0.7895 2.5041
H 2.4818 -1.3883 1.1796
H 3.6912 -3.5436 0.9851
H 2.3633 -5.6652 1.0310
H -1.1482 -3.6516 1.4596
H 0.7865 1.1886 -2.2545
H 1.0498 2.1021 -0.7553
H 3.5343 2.9388 -0.8751
H 5.9225 2.0298 -1.3828
H 5.8391 -0.4582 -2.2088
H -1.4752 1.4035 2.0874
H -1.0807 3.4635 3.4349
H 1.2477 4.3724 3.5663
H 2.7257 1.3950 1.2143
*
```